The following is a DFT calculation (ωB97M-V with the def2-TZVPD basis set) of a 5-piece molecular cluster, C35H51BClF17N5O9S5 overall at a distorted geometry.

Summary:
- Electronic energy: -176552.024 eV
- Relative energy (zero: lowest compared OMol25 entry of this formula, charge and spin): 8.615 eV
- Strongest force on any atom: 0.121 Eh/bohr
- 2S+1: 1
- Frontier orbital gap: 6.38 eV
- Total charge: +1

```
124
C35H51BClF17N5O9S5 ωB97M-V with the def2-TZVPD basis set
C -1.78 4.76 6.00
C -2.19 3.39 5.20
O -3.67 3.41 5.18
C -1.58 3.53 3.70
O -1.26 2.27 3.10
C -0.75 2.30 1.76
C -0.49 3.75 1.11
C 0.43 3.74 -0.23
C -0.35 4.36 -1.51
O -1.53 4.02 -1.80
N 0.40 5.35 -2.36
C 1.46 4.65 -3.15
C 1.40 3.15 -3.53
C 2.54 2.47 -4.39
C 3.76 3.28 -4.93
C 3.81 4.81 -4.57
C 2.70 5.47 -3.69
C -1.87 1.56 0.82
C -3.28 2.18 1.16
C -4.21 1.51 2.25
O -5.45 1.70 2.10
Cl -3.78 0.53 3.72
N -1.77 0.05 0.77
C -2.65 -0.65 -0.19
F -3.14 0.23 -1.21
F -3.85 -0.99 0.54
C -2.24 -1.97 -0.94
F -1.00 -1.98 -1.67
F -3.18 -2.04 -2.06
C -2.45 -3.42 -0.31
F -1.90 -4.31 -1.30
F -3.86 -3.70 -0.39
C -2.01 -3.75 1.18
F -2.11 -2.70 2.13
F -2.98 -4.73 1.63
C -0.60 -4.54 1.35
F 0.34 -3.97 0.45
F -0.86 -5.87 0.85
C -0.11 -4.76 2.85
F 0.45 -6.09 2.91
F -1.17 -4.81 3.82
C 0.98 -3.78 3.45
F 0.34 -2.52 3.68
F 1.27 -4.27 4.77
C 2.40 -3.69 2.72
F 3.40 -3.68 3.73
F 2.60 -2.48 1.98
F 2.72 -4.74 1.85
C -0.32 -0.44 0.79
N 0.48 0.16 -0.35
C 1.52 -0.61 -0.52
S 2.68 -1.59 -1.21
C 0.42 0.17 2.13
N 0.57 1.62 1.78
B 1.55 2.17 2.78
N 1.52 1.94 4.26
O 2.63 3.01 2.28
H -2.53 5.61 5.76
H -1.80 4.61 7.13
H -0.75 5.15 5.70
H -1.77 2.51 5.79
H -3.91 2.67 5.80
H -0.59 4.11 3.85
H -2.28 4.24 3.14
H 0.06 4.49 1.80
H -1.45 4.31 0.80
H 0.85 2.73 -0.52
H 1.34 4.44 -0.08
H 0.95 5.91 -1.68
H 0.54 2.46 -3.22
H 2.47 1.35 -4.64
H 4.53 2.76 -5.58
H 4.69 5.41 -4.99
H 2.84 6.58 -3.47
H -1.59 1.92 -0.24
H -3.22 3.30 1.44
H -3.90 2.20 0.18
H -2.11 -0.24 1.73
H -0.22 -1.57 0.87
H 1.49 -0.25 2.24
H -0.15 -0.05 3.10
H 1.02 2.75 4.68
H 2.47 1.94 4.66
H 2.95 2.63 1.43
C 0.75 -2.72 -4.36
S 1.95 -1.72 -5.26
O 1.98 -0.37 -4.61
C 1.00 -1.58 -6.78
H 1.13 -2.90 -3.36
H -0.20 -2.18 -4.30
H 0.60 -3.67 -4.87
H 0.03 -1.11 -6.57
H 0.85 -2.57 -7.22
H 1.55 -0.95 -7.48
C 0.57 -8.46 -3.25
S 0.34 -6.68 -3.05
O 1.21 -5.99 -4.06
C 1.18 -6.56 -1.45
H 0.15 -8.75 -4.21
H 1.63 -8.70 -3.23
H 0.04 -8.98 -2.45
H 2.21 -6.92 -1.54
H 0.64 -7.15 -0.71
H 1.20 -5.51 -1.15
C 5.87 -4.15 -0.14
S 6.19 -2.38 -0.30
O 5.74 -1.97 -1.66
C 7.99 -2.52 -0.34
H 4.79 -4.31 -0.13
H 6.31 -4.69 -0.98
H 6.30 -4.52 0.80
H 8.30 -3.15 -1.17
H 8.35 -2.93 0.61
H 8.41 -1.52 -0.47
C -6.19 3.84 -0.91
S -5.18 5.31 -0.65
O -4.09 4.93 0.31
C -6.42 6.24 0.27
H -5.59 3.09 -1.44
H -6.51 3.42 0.05
H -7.06 4.10 -1.51
H -6.72 5.68 1.16
H -7.28 6.42 -0.37
H -5.98 7.19 0.58
```

=====

The following is a DFT calculation (ωB97M-V with the def2-TZVPD basis set) of a 2-piece molecular cluster, C5H13OP overall at a distorted geometry.

Summary:
- Electronic energy: -16730.437 eV
- Relative energy (zero: lowest compared OMol25 entry of this formula, charge and spin): 1.831 eV
- Strongest force on any atom: 0.063 Eh/bohr
- 2S+1: 1
- Frontier orbital gap: 9.48 eV
- Total charge: 0

```
20
C5H13OP ωB97M-V with the def2-TZVPD basis set
C 0.83 -0.01 -1.64
C 0.34 1.52 0.30
C 1.75 -0.54 0.66
C -1.04 -1.30 0.19
C 0.70 0.15 -0.16
O -2.08 0.53 1.94
P -2.27 -0.12 0.65
H 1.02 -1.05 -1.92
H 1.67 0.59 -2.00
H -0.07 0.33 -2.15
H 0.30 1.59 1.38
H 1.10 2.22 -0.07
H -0.62 1.85 -0.11
H 1.51 -0.50 1.72
H 1.88 -1.58 0.36
H 2.71 -0.03 0.52
H -1.15 -1.80 -0.76
H -0.67 -1.89 1.01
H -2.39 0.74 -0.44
H -3.53 -0.72 0.55
```

=====

The following is a DFT calculation (ωB97M-V with the def2-TZVPD basis set) of a 3-piece molecular cluster, C3H12NO4 overall at a distorted geometry.

Summary:
- Electronic energy: -12986.656 eV
- Relative energy (zero: lowest compared OMol25 entry of this formula, charge and spin): 0.240 eV
- Strongest force on any atom: 0.024 Eh/bohr
- 2S+1: 1
- Frontier orbital gap: 8.20 eV
- Total charge: -1

```
20
C3H12NO4 ωB97M-V with the def2-TZVPD basis set
N -2.29 1.35 -0.59
C -1.02 0.61 -0.55
C -0.87 -0.41 -1.69
O 0.38 -0.28 -2.40
C -0.87 -0.13 0.80
O 0.42 -0.48 1.02
H -2.38 1.76 -1.51
H -3.05 0.69 -0.46
H -0.14 1.25 -0.61
H -0.90 -1.42 -1.28
H -1.64 -0.27 -2.45
H 1.11 -0.46 -1.77
H -1.39 0.52 1.55
H -1.56 -1.01 0.75
H 3.21 -0.20 -0.29
H 1.79 -0.56 0.18
O 2.50 -0.82 -0.48
H 0.84 1.02 3.47
H 0.94 -0.16 2.49
O 1.24 0.15 3.42
```